113
Properties=species:S:1:pos:R:3:mulliken_charge:R:1 method="wB97M-V/def2-TZVPD" largest_force_ev_per_a=6.9 lumo_ev=-4.01 de_lowest_kcal_mol=0.0 total_charge=+1 gap_ev=6.408
Ti -0.6190 0.5549 0.1270 0.211
C -3.6758 0.3335 -2.3089 -1.328
C -3.8402 -0.0948 -0.8584 1.252
C -3.8131 -1.6008 -0.6838 -1.229
C -5.1274 0.4728 -0.2710 -1.724
O -2.7025 0.4756 -0.1255 -0.051
Ge -2.7369 2.4096 0.4500 -0.209
O -1.6485 1.6695 1.8341 0.130
C -1.5009 2.3915 3.1103 1.159
C -0.4981 3.5339 2.9696 -1.147
C -2.8891 2.9052 3.4769 -1.767
C -1.1095 1.4199 4.2064 -1.114
O -0.8616 2.3776 -0.6400 0.026
C -0.3343 3.5959 -1.2599 1.563
C 1.0576 3.8482 -0.7074 -1.426
C -0.3839 3.3452 -2.7589 -1.333
C -1.2968 4.7479 -0.9602 -2.013
H -4.5571 -0.0013 -2.8974 0.520
H -2.7758 -0.1171 -2.7557 0.097
H -3.6116 1.4354 -2.3738 0.204
H -4.7111 -2.0318 -1.1844 0.638
H -3.8523 -1.8640 0.3842 0.172
H -2.9193 -1.9896 -1.1670 0.221
H -5.9826 -0.0389 -0.7457 0.467
H -5.2843 1.5506 -0.3983 0.449
H -5.2238 0.2620 0.8161 0.278
H -0.8468 4.3448 2.2892 0.151
H 0.4812 3.1730 2.6159 -0.078
H -0.3523 3.9803 3.9848 0.525
H -3.2617 3.7092 2.8194 0.462
H -2.8345 3.3115 4.5146 0.486
H -3.6309 2.0831 3.4883 0.281
H -0.0398 1.1610 4.1329 0.205
H -1.7144 0.5012 4.1637 0.121
H -1.2879 1.9067 5.1978 0.601
H 1.7210 3.0152 -0.9557 0.318
H 1.0183 3.9635 0.3769 0.128
H 1.4446 4.7696 -1.1850 0.584
H 0.3238 2.5535 -3.0549 0.284
H -0.1123 4.2867 -3.3068 0.471
H -1.3899 3.0212 -3.0744 0.222
H -1.4240 4.9601 0.1150 0.385
H -2.3198 4.5945 -1.3715 0.452
H -0.9187 5.6743 -1.4478 0.470
O 1.4310 1.4813 1.1511 -0.628
C 0.8162 0.3909 1.4563 1.174
C 1.1466 -0.4590 2.5368 -0.228
C 2.2475 -0.2389 3.3870 -0.510
C 2.3376 -0.9438 4.5762 -0.960
C 1.3639 -1.8570 4.9438 -0.696
C 0.2955 -2.1386 4.0996 -0.960
C 0.1878 -1.4517 2.8972 0.457
P -1.0711 -1.7576 1.6806 3.060
C -2.4469 -2.3540 2.6474 0.425
C -2.4306 -3.6781 3.0850 -1.020
C -3.4807 -4.1823 3.8463 -0.823
C -4.5459 -3.3630 4.1797 -0.799
C -4.5589 -2.0311 3.7648 -1.058
C -3.5085 -1.5086 3.0190 0.130
C -0.4056 -3.1638 0.7854 0.314
C -1.2562 -4.0867 0.1836 -0.274
C -0.7487 -5.0964 -0.6043 -1.140
C 0.6225 -5.2097 -0.7874 -0.790
C 1.4848 -4.3222 -0.1396 -0.639
C 0.9754 -3.2857 0.6267 -0.156
H 3.0079 0.4708 3.0881 0.485
H 3.2006 -0.8009 5.2417 0.389
H 1.4858 -2.3976 5.8734 0.439
H -0.4445 -2.8979 4.4040 0.377
H -1.5761 -4.3107 2.8253 0.545
H -3.4693 -5.2376 4.1672 0.420
H -5.3969 -3.7562 4.7657 0.382
H -5.3763 -1.3702 4.0723 0.485
H -3.5201 -0.4545 2.6624 0.490
H -2.3388 -4.0268 0.3851 0.455
H -1.4196 -5.8401 -1.0592 0.415
H 1.0263 -5.9801 -1.4624 0.375
H 2.5701 -4.4557 -0.2337 0.507
H 1.6458 -2.5325 1.0678 0.116
N -0.6431 -1.7405 -2.0932 -0.892
C -0.5102 -0.8557 -1.2810 1.760
C 4.6080 -3.5827 -2.2179 -0.580
C 4.7523 -2.7929 -1.0782 -1.100
C 3.8647 -1.7308 -0.8645 0.375
C 2.8903 -1.4406 -1.8026 0.516
C 2.7299 -2.2467 -2.9275 -0.128
C 3.6264 -3.2840 -3.1525 -0.840
As 1.8726 0.2300 -1.5769 1.089
C 3.4915 1.3825 -1.6762 -0.188
C 4.3367 1.7014 -0.6150 -0.489
C 5.4954 2.4230 -0.8648 -0.726
C 5.7842 2.8458 -2.1602 -0.856
C 4.9306 2.5564 -3.2121 -0.581
C 3.7254 1.8526 -2.9875 1.019
C 2.6980 1.5004 -3.9842 0.596
C 2.6637 1.9429 -5.3236 -0.999
C 1.6499 1.5275 -6.1907 -0.765
C 0.6407 0.6734 -5.7385 -0.854
C 0.6375 0.2638 -4.4128 -0.425
C 1.6567 0.6735 -3.5261 -0.431
H 5.2608 -4.4428 -2.3822 0.383
H 5.5542 -2.9931 -0.3589 0.390
H 3.9712 -1.0772 0.0216 0.202
H 1.9017 -2.0499 -3.6184 0.330
H 3.5975 -3.8465 -4.0971 0.408
H 4.0873 1.3530 0.3939 0.230
H 6.1791 2.6774 -0.0373 0.415
H 6.6937 3.4435 -2.3312 0.373
H 5.2077 2.9173 -4.2125 0.364
H 3.4674 2.5894 -5.7051 0.358
H 1.6450 1.8697 -7.2255 0.409
H -0.1384 0.3238 -6.4269 0.434
H -0.1368 -0.4181 -4.0477 0.329